The following is a quantum chemistry calculation of C16H13NO3S2 in the gas phase in a non-equilibrium geometry, from the Open Molecules 2025 dataset.

Geometry as XYZ:
```
35
Properties=species:S:1:pos:R:3:forces:R:3:nbo_charge:R:1
O 0.449 0.946 1.179 3.8667 2.4764 -4.1929 -0.63
C 1.333 1.603 0.467 -6.7766 -0.9153 2.7768 0.80
C 2.332 2.389 1.184 3.3772 -4.0262 -8.8293 -0.45
C 3.383 1.293 1.357 -1.2531 6.9524 13.1517 -0.52
C 3.666 0.601 0.355 7.2694 -5.5449 -14.4020 0.49
O 4.600 1.021 -0.542 -4.6338 -2.1536 4.1403 -0.56
C 2.962 -0.666 0.141 5.1533 3.1397 -11.6960 -0.47
C 2.925 -1.201 -1.483 -8.1790 -6.2593 15.4448 -0.14
C 2.167 -2.467 -1.203 -0.2955 1.0435 0.3395 -0.25
C 1.568 -2.872 0.048 3.4409 5.7925 -0.3499 -0.37
S 2.105 -1.352 1.144 -5.6296 -7.2386 4.2475 0.64
O 1.311 1.862 -0.883 -2.4877 -3.0716 1.4343 -0.49
C 0.317 0.945 -1.665 0.0948 2.2403 -1.8218 -0.14
C -1.019 0.482 -1.151 -2.8798 2.2124 3.0411 0.11
N -1.533 -0.620 -0.802 1.3521 -2.3594 0.0179 -0.40
C -2.811 -0.687 -0.125 8.3223 14.0935 -4.9821 0.10
C -3.478 -1.681 -0.110 -5.7208 -13.7950 2.6578 -0.18
C -4.757 -1.532 0.487 -0.7895 -4.0053 1.2259 -0.25
C -5.191 -0.341 0.843 -2.0399 6.0805 0.0935 -0.19
C -4.578 1.052 0.577 4.2927 -10.6890 -3.1558 -0.20
C -3.371 0.810 -0.116 -0.9120 -3.3894 2.9820 -0.24
S -2.120 1.766 -0.608 0.8853 3.2645 -1.0981 0.36
H 2.744 2.908 0.309 0.2094 1.3772 1.0555 0.24
H 2.009 2.812 1.964 -2.2135 3.4103 5.9215 0.23
H 4.287 1.792 1.679 0.3509 0.3374 0.2304 0.27
H 3.072 0.684 2.250 0.0703 0.3273 -0.7392 0.24
H 3.460 -0.919 -2.168 5.6769 3.0953 -7.3070 0.18
H 1.905 -3.160 -1.966 0.1201 -0.3585 -1.0447 0.22
H 0.809 -3.500 0.478 0.0458 -0.2443 -0.4349 0.25
H 0.723 -0.022 -1.801 1.7092 -0.5655 -0.7830 0.24
H 0.211 1.663 -2.618 0.1389 -2.2026 1.9954 0.24
H -3.002 -2.834 -0.148 -1.2927 3.4738 -0.4273 0.24
H -5.356 -2.466 0.950 1.3742 2.1602 -1.7212 0.23
H -6.220 -0.227 1.170 0.1037 -0.3797 0.6445 0.21
H -4.902 1.918 0.804 -2.7505 5.7207 1.5849 0.20
```
Forces are in eV/Å.

Output
- total charge = 0
- SMILES string = O=C(CCC(=O)c1cccs1)OCc1nc2ccccc2s1

---

The following is a quantum chemistry calculation of a molecular structure, C27H27CuN7OSeSi, from the Open Molecules 2025 dataset.

Geometry as XYZ:
```
65
Properties=species:S:1:pos:R:3:forces:R:3:nbo_charge:R:1
Cu 0.433 -0.626 0.793 -0.1059 0.0557 -0.0893 0.81
C 3.441 2.585 0.840 0.0084 -0.0431 0.0012 -0.31
C 2.692 3.711 0.510 0.0029 0.0346 -0.0150 -0.17
C 1.536 3.554 -0.218 -0.0024 -0.0113 -0.0049 -0.28
C 1.134 2.261 -0.599 -0.0089 0.0267 0.0198 0.36
N 1.841 1.181 -0.263 0.0591 0.0141 -0.0276 -0.50
C 2.968 1.352 0.434 0.0107 0.0130 0.0202 0.06
N 0.001 2.171 -1.389 0.0045 -0.0199 -0.0237 -0.61
C -0.709 1.091 -1.548 -0.0071 0.0205 -0.0072 0.45
N -0.736 -0.095 -0.886 0.0482 -0.0257 0.1263 -0.70
C -1.798 -0.829 -1.372 -0.0033 -0.0150 -0.0565 0.47
N -2.306 -1.958 -1.024 0.0242 0.0132 0.0323 -0.54
C -1.955 -2.671 0.113 -0.0020 0.0302 -0.0728 0.37
C -2.332 -4.024 0.138 -0.0027 0.0321 -0.0172 -0.26
C -2.093 -4.766 1.270 -0.0015 -0.0332 0.0083 -0.17
C -1.495 -4.150 2.366 0.0092 0.0234 0.0239 -0.30
C -1.149 -2.819 2.252 -0.0249 -0.0010 -0.0296 0.07
N -1.363 -2.085 1.154 -0.0545 -0.1249 0.1270 -0.51
C -2.440 -0.087 -2.493 -0.0087 0.0021 -0.0001 -0.09
C -3.503 -0.394 -3.319 0.0041 0.0077 0.0052 -0.17
C -3.887 0.565 -4.251 -0.0061 -0.0137 -0.0057 -0.22
C -3.225 1.789 -4.338 0.0084 0.0091 -0.0007 -0.22
C -2.157 2.087 -3.496 -0.0033 -0.0050 -0.0024 -0.21
C -1.788 1.124 -2.577 0.0096 0.0046 0.0115 -0.01
H 4.361 2.658 1.404 -0.0019 -0.0033 0.0059 0.21
H 3.014 4.700 0.816 -0.0013 0.0023 0.0020 0.20
H 0.924 4.397 -0.512 0.0035 0.0044 -0.0034 0.22
H 3.483 0.437 0.706 0.0075 0.0119 -0.0113 0.23
H -2.805 -4.439 -0.740 0.0003 -0.0089 0.0047 0.22
H -2.368 -5.814 1.307 -0.0036 0.0004 0.0015 0.20
H -1.285 -4.689 3.279 -0.0008 -0.0036 -0.0023 0.21
H -0.647 -2.307 3.062 0.0078 0.0070 0.0055 0.21
H -4.009 -1.347 -3.232 -0.0014 0.0004 -0.0029 0.23
H -4.714 0.362 -4.921 0.0009 0.0003 -0.0001 0.20
H -3.548 2.516 -5.074 -0.0007 -0.0007 0.0000 0.20
H -1.626 3.028 -3.554 -0.0024 0.0017 -0.0003 0.22
C 1.260 -3.752 -0.627 0.0102 -0.0061 -0.0005 -1.14
Si 2.735 -2.934 0.209 -0.0242 0.0041 -0.0099 1.45
C 3.586 -1.874 -1.094 0.0156 0.0115 0.0128 -1.14
C 3.936 -4.315 0.671 0.0128 -0.0040 0.0040 -1.12
Se 2.173 -1.762 2.024 0.0228 0.0077 0.0033 -0.95
H 1.586 -4.457 -1.398 0.0075 0.0020 0.0021 0.22
H 0.625 -2.999 -1.101 -0.0097 0.0056 0.0065 0.24
H 0.652 -4.293 0.102 0.0013 0.0048 -0.0094 0.23
H 3.809 -2.456 -1.995 -0.0107 -0.0047 0.0020 0.22
H 4.526 -1.468 -0.711 0.0006 0.0001 -0.0051 0.22
H 2.942 -1.035 -1.369 -0.0033 -0.0073 -0.0132 0.25
H 4.246 -4.882 -0.212 0.0017 -0.0009 0.0002 0.21
H 3.471 -5.006 1.378 -0.0013 0.0038 0.0016 0.23
H 4.830 -3.903 1.146 -0.0013 -0.0024 0.0031 0.23
N -2.198 4.007 -0.142 0.0525 -0.0383 0.0048 -0.83
C -2.016 4.292 1.172 -0.0198 -0.0146 0.0048 0.66
O -2.507 5.263 1.725 -0.0028 0.0054 -0.0050 -0.64
C -1.147 3.318 1.907 -0.0012 0.0225 0.0085 -0.20
C -0.293 3.780 2.899 -0.0226 -0.0171 0.0149 -0.14
C 0.578 2.887 3.496 -0.0154 0.0039 0.0028 -0.22
C 0.567 1.564 3.077 0.0206 -0.0069 0.0039 0.05
N -0.282 1.103 2.162 0.0250 -0.0096 -0.0593 -0.48
C -1.127 1.965 1.600 -0.0081 -0.0063 0.0051 0.07
H -2.721 4.678 -0.678 -0.0031 0.0133 0.0009 0.39
H -1.551 3.393 -0.635 -0.0281 0.0163 -0.0011 0.43
H -0.315 4.828 3.167 0.0073 0.0017 0.0002 0.23
H 1.278 3.209 4.256 0.0057 -0.0043 -0.0032 0.21
H 1.272 0.837 3.467 -0.0013 0.0067 0.0015 0.22
H -1.807 1.546 0.867 0.0036 0.0071 0.0013 0.21
```
Forces are in eV/Å.

Output
- total charge = -1

---

The following is a quantum chemistry calculation of C5H9NO in the gas phase, from the Open Molecules 2025 dataset.

Geometry as XYZ:
```
16
Properties=species:S:1:pos:R:3:forces:R:3:nbo_charge:R:1
C 0.312 1.464 -0.587 -0.1040 0.1212 0.0094 -0.63
C -0.401 0.463 0.318 0.3547 -0.0803 -0.2829 0.22
O -1.197 1.086 1.302 -0.2632 0.0113 -0.0543 -0.71
C -1.044 -0.798 -0.330 -0.1569 0.0282 -0.1805 -0.26
N -0.091 -1.729 0.363 0.0586 -0.2193 -0.0663 -0.37
C 1.229 -1.272 -0.109 0.1879 -0.3076 -0.1555 -0.28
C 0.554 -0.525 0.957 0.2755 0.2304 0.2616 -0.11
H 1.067 0.954 -1.188 -0.1882 0.2592 0.0442 0.21
H 0.829 2.198 0.037 -0.1467 0.0215 -0.0715 0.22
H -0.359 1.978 -1.280 -0.0942 0.0422 0.1623 0.21
H -2.062 1.285 0.924 0.1144 0.0548 0.0387 0.47
H -1.008 -0.864 -1.426 -0.0347 -0.0151 0.1563 0.19
H -2.063 -0.986 0.022 0.1657 0.0871 -0.0293 0.21
H 1.257 -0.900 -1.129 0.1198 0.0348 0.2082 0.19
H 2.108 -1.843 0.157 -0.2802 -0.4101 0.1161 0.21
H 0.891 -0.523 1.989 -0.0085 0.1419 -0.1564 0.22
```
Forces are in eV/Å.

Output
- total charge = 0
- SMILES string = C[C@@]1(O)CN2C[C@H]21

---

Energy relative to the best compared isomer or geometry (same formula, charge and spin): 11.8729; 0.0000; 2.9754 (eV)
Lowest unoccupied orbital energy: -0.90; 2.29; 0.89 (eV)